Record 1
{"formula": "C5H11NO", "method": "the ωB97M-V functional and the def2-TZVPD basis", "species": ["C", "N", "C", "O", "C", "C", "C", "H", "H", "H", "H", "H", "H", "H", "H", "H", "H", "H"], "xyz": [[2.38632, 0.25462, -0.36255], [1.72527, -0.90836, -0.43920], [0.64871, 0.00637, 0.65682], [0.75064, -0.27991, 1.82856], [-0.64332, 0.07548, -0.17080], [-1.32396, -1.29271, -0.15665], [-1.53536, 1.14938, 0.45219], [1.24065, 1.08880, 0.28562], [2.62163, 0.87572, -1.23346], [3.01314, 0.40718, 0.51682], [1.29847, -1.01695, -1.35722], [-0.39698, 0.36744, -1.19901], [-1.54352, -1.58721, 0.87391], [-0.68672, -2.06638, -0.59624], [-2.26583, -1.25507, -0.71512], [-2.48611, 1.20961, -0.08769], [-1.74221, 0.90837, 1.49956], [-1.05643, 2.13409, 0.41595]], "nbo_charge": [-0.063, -0.675, 0.494, -0.622, -0.267, -0.610, -0.603, 0.092, 0.196, 0.207, 0.346, 0.201, 0.227, 0.216, 0.211, 0.212, 0.226, 0.211], "e_homo_ev": -8.98, "orbital_gap_ev": 9.614}


Record 2
{"formula": "C3H6ClOP", "method": "the ωB97M-V functional and the def2-TZVPD basis", "species": ["C", "C", "C", "O", "P", "Cl", "H", "H", "H", "H", "H", "H"], "xyz": [[-1.10712, -1.74505, 0.53401], [-0.40506, -0.72860, 0.96062], [0.16072, 1.73804, -0.70668], [0.89339, -0.90470, -1.71945], [0.72030, 0.00449, -0.29359], [2.37302, 0.25260, 0.77903], [-1.62344, -2.20708, 1.29704], [-0.99215, -1.86645, -0.44875], [-0.30885, -0.30439, 1.93558], [-0.24220, 2.06601, 0.13512], [1.03627, 2.22953, -0.91214], [-0.50488, 1.46560, -1.56078]], "nbo_charge": [-0.504, -0.563, -0.900, -0.624, 1.517, -0.265, 0.196, 0.192, 0.223, 0.238, 0.234, 0.255], "s_squared": 2.016, "e_homo_ev": [-4.94, -9.29], "orbital_gap_ev": [5.563, 5.223], "spin_multiplicity": 3}


Record 3
{"formula": "C3H8N2O2", "method": "the ωB97M-V functional and the def2-TZVPD basis", "species": ["N", "C", "C", "O", "C", "N", "O", "H", "H", "H", "H", "H", "H", "H", "H"], "xyz": [[-0.56380, -1.43102, 0.68851], [-0.00666, -0.10792, 0.42724], [1.43137, -0.07971, -0.16127], [2.32606, -0.74227, 0.68606], [-0.94268, 0.74093, -0.44776], [-2.23110, 0.80697, -0.03026], [-0.42980, 1.30065, -1.40307], [-0.05158, -1.86945, 1.44080], [-0.46056, -1.97091, -0.17100], [0.10305, 0.42985, 1.39041], [1.68494, 0.95998, -0.38346], [1.29372, -0.67764, -1.06967], [3.20993, -0.39959, 0.56578], [-2.99731, 0.89966, -0.68400], [-2.45227, -0.01726, 0.52418]], "nbo_charge": [-0.842, -0.167, -0.070, -0.732, 0.668, -0.817, -0.604, 0.379, 0.358, 0.207, 0.195, 0.152, 0.479, 0.395, 0.400], "e_homo_ev": -9.56, "orbital_gap_ev": 10.369, "smiles": "NC(=O)[C@@H](N)CO"}


Record 4
{"formula": "C2H5OPS", "method": "the ωB97M-V functional and the def2-TZVPD basis", "species": ["C", "C", "O", "P", "S", "H", "H", "H", "H", "H"], "xyz": [[-0.71921, -1.73122, -1.06600], [0.81070, 0.42490, 0.29422], [-2.28582, -2.74823, -2.74912], [0.59550, -1.43777, 0.18203], [-1.21164, -3.07443, -1.83019], [-2.05513, -0.17532, -1.36128], [0.83624, 0.50244, 1.34124], [-0.05125, 0.98755, -0.08642], [1.70222, 0.70325, -0.13978], [-0.24389, -1.28218, 1.27523]], "nbo_charge": [-0.765, -0.858, -0.891, 0.576, 1.183, 0.109, 0.225, 0.238, 0.221, -0.038], "e_homo_ev": [-9.45, -9.21], "orbital_gap_ev": [7.982, 8.199]}


Record 5
{"formula": "C3H3IO", "method": "the ωB97M-V functional and the def2-TZVPD basis", "species": ["C", "C", "C", "O", "I", "H", "H", "H"], "xyz": [[0.22388, -0.25373, 1.42462], [-0.83895, 0.26004, -0.91895], [-0.28025, 0.11307, 0.34201], [-1.85327, 0.89850, -1.08011], [2.09561, 0.25032, -1.91518], [1.17790, 0.02350, 1.86034], [-0.20605, -1.12192, 2.09720], [-0.31887, -0.16977, -1.80993]], "nbo_charge": [-0.482, 0.194, 0.270, -0.449, -0.323, 0.298, 0.289, 0.202], "e_homo_ev": [-8.94, -8.94], "orbital_gap_ev": [5.427, 5.424]}


Record 6
{"formula": "C2H2BeLiO2", "method": "the ωB97M-V functional and the def2-TZVPD basis", "species": ["C", "C", "O", "O", "H", "Be", "Li", "H"], "xyz": [[-0.53937, -0.45375, 0.42761], [0.86343, -0.11221, 0.14255], [1.07595, 0.96758, -0.62668], [-1.45432, 0.30392, -0.11054], [1.39548, -1.05525, -0.13103], [-1.76875, -1.13641, 0.19059], [-0.49550, 1.60533, -1.24616], [0.92308, -0.11920, 1.35366]], "nbo_charge": [-0.258, -0.121, -0.888, -0.893, 0.248, 1.713, 0.962, 0.239], "e_homo_ev": [-13.34, -13.34], "orbital_gap_ev": [6.294, 6.294], "total_charge": 1}